1.
Below is C37H56BN11O4V as an isolated structure, with properties calculated with ωB97M-V/def2-TZVPD.

Structure (XYZ):
```
110
Properties=species:S:1:pos:R:3:forces:R:3
V 1.19108 -1.58275 -0.58557 -0.7 -1.6 0.0
C 3.40529 -5.07730 -0.35532 -0.5 -1.5 1.4
C 3.95868 -3.66903 -0.21139 1.0 0.1 -0.5
C 5.54884 -3.73862 -0.21447 -0.1 -0.1 0.1
C 3.37750 -2.94143 0.91609 -0.2 -0.6 4.0
C 3.74132 -2.87426 2.27583 -1.4 2.6 -1.4
C 2.80010 -1.90935 2.86676 2.7 -1.1 1.0
C 2.90820 -1.32785 4.30613 1.3 -1.3 -2.6
C 4.29821 -0.81506 4.72528 -0.1 1.4 0.1
C 2.35856 -2.40457 5.18046 1.0 1.0 3.1
N 1.86308 -1.67305 1.97967 -2.0 1.8 1.9
N 2.15737 -2.29519 0.85397 0.9 -0.5 -3.1
B 0.41061 -0.79501 2.10015 1.3 0.8 2.2
N 0.50382 0.41812 1.24733 0.2 2.8 -3.3
N 0.23787 0.15076 -0.10400 0.7 0.3 -0.9
C 0.16019 1.28594 -0.81101 -0.1 0.2 1.4
C 0.34365 2.34139 0.09640 0.0 0.3 -0.1
C 0.54285 1.80730 1.34161 0.3 -1.4 3.0
C 0.73509 2.54771 2.73710 -0.2 0.0 -1.0
C -0.07308 2.12784 3.96821 -1.1 -1.3 -0.3
C 2.22688 2.64833 3.20683 -0.9 0.0 -3.1
C -0.17167 1.42330 -2.26725 0.3 -0.8 0.7
C 0.93451 2.11474 -2.98112 1.9 2.2 -1.5
C -0.53254 0.13683 -2.96746 -0.9 -0.6 -0.1
N -0.67783 -1.59909 1.55491 -2.2 -2.6 -1.4
N -0.42875 -2.28940 0.33673 2.9 2.0 0.8
C -1.21673 -3.31992 0.17049 -2.2 0.2 1.8
C -2.16082 -3.16389 1.20621 -1.0 -1.7 0.2
C -1.83977 -2.12773 2.07176 0.9 -0.9 -1.2
C -2.67369 -1.60879 3.21492 1.6 -0.1 -0.4
C -1.96282 -1.59822 4.56108 0.5 -1.0 -0.2
C -3.11648 -0.22056 2.82060 0.9 0.9 -0.4
C -1.13564 -4.32556 -0.91180 1.1 -1.1 -1.7
C -1.84426 -5.68367 -0.73507 -1.3 0.9 1.5
C -1.64193 -3.76448 -2.25292 1.3 -0.4 -0.9
H 3.90292 -5.64098 -1.09492 1.2 -0.2 -1.1
H 2.41061 -5.08716 -0.80931 -0.4 0.1 0.9
H 3.54570 -5.78061 0.55092 -0.7 1.5 -1.0
H 3.47716 -3.10645 -1.00529 1.0 -0.1 -1.1
H 5.93438 -4.06601 0.77468 -0.5 0.0 -0.5
H 6.18016 -2.84831 -0.44793 -1.1 -0.3 0.0
H 5.80942 -4.52671 -0.94175 0.0 0.4 0.4
H 4.66860 -3.12076 2.72950 0.5 -0.5 0.2
H 2.28155 -0.52776 4.31092 -2.1 2.4 0.2
H 4.88612 -1.65493 4.86239 1.7 -1.7 0.0
H 4.31688 -0.36504 5.74001 -0.7 -0.2 -0.5
H 4.87512 -0.06831 4.11402 -1.0 -0.8 0.0
H 2.83914 -3.36716 5.05059 0.0 -0.1 0.0
H 1.29098 -2.47044 5.08064 -0.5 -0.2 0.0
H 2.62516 -1.99998 6.23778 -0.8 -1.2 -1.4
H 0.19478 -0.34532 3.20170 0.4 -1.0 -0.3
H 0.33337 3.39805 -0.09952 -0.1 0.1 -0.2
H 0.27020 3.53230 2.56139 0.8 0.0 -0.4
H 0.30951 1.22996 4.47550 0.3 0.5 0.0
H -1.15180 1.84923 3.77832 1.0 0.8 0.0
H 0.03046 3.01187 4.59818 -0.4 -0.4 0.4
H 2.69253 1.67811 3.13483 0.3 -0.4 0.1
H 2.28241 3.00329 4.17241 0.0 0.6 2.2
H 2.78766 3.36618 2.60016 0.0 -0.2 -0.1
H -0.99802 2.14963 -2.26313 -0.1 -0.4 -0.2
H 1.86047 1.62087 -3.33352 -0.4 -0.8 1.0
H 1.30390 2.96268 -2.32589 -0.5 -0.5 -1.3
H 0.61208 2.42881 -4.01780 -0.2 0.4 1.3
H 0.02835 -0.78701 -2.69069 0.5 1.0 -0.8
H -0.58709 0.36777 -4.04870 0.4 -0.7 0.5
H -1.50975 -0.22129 -2.68504 -0.8 0.3 0.1
H -2.95498 -3.88484 1.34528 -0.2 0.3 0.1
H -3.45921 -2.30760 3.32279 -1.2 -0.6 -0.1
H -1.18742 -0.84998 4.58668 0.3 0.2 0.2
H -1.54690 -2.60507 4.77826 -0.1 0.6 0.0
H -2.68528 -1.38079 5.32355 -0.3 0.2 0.5
H -2.24821 0.24397 2.27433 -0.7 0.1 0.9
H -3.34583 0.32291 3.74307 -0.2 0.3 -0.5
H -3.91018 -0.17351 2.08602 -0.5 -0.2 0.2
H -0.05848 -4.58718 -1.05513 -0.6 0.5 0.1
H -1.44226 -6.30568 0.06772 0.0 0.2 -0.1
H -1.94997 -6.27452 -1.62990 0.7 0.0 -0.5
H -2.89535 -5.43907 -0.51178 0.1 -0.3 0.3
H -2.64673 -3.41487 -2.24860 -1.1 -0.2 0.2
H -1.48468 -4.56183 -3.01866 -0.4 0.7 0.5
H -1.07661 -2.90915 -2.60398 0.4 0.2 0.1
C -7.03192 4.22221 -7.09182 2.4 -1.7 0.0
C -6.70193 5.23196 -6.03864 1.9 0.9 -0.4
N -5.67579 6.09993 -6.02856 -1.2 0.0 -0.4
C -5.85514 6.93696 -4.91376 -2.5 -2.7 -0.3
C -7.01619 6.43271 -4.19098 1.2 0.3 -1.7
N -7.43637 5.37531 -4.90634 0.0 1.3 0.7
C -7.70244 6.81839 -2.96572 -2.4 -1.9 2.9
O -7.05242 7.70669 -2.27873 1.9 1.7 0.1
O -8.67350 6.22412 -2.52132 1.1 0.5 -1.5
C -5.10995 8.02672 -4.57054 3.7 3.9 3.0
O -4.43551 8.87510 -4.10608 -3.5 -4.0 -2.7
O 1.21816 -2.55954 -1.80387 0.1 1.1 0.9
H -6.06792 3.67526 -7.42043 -1.4 1.1 0.5
H -7.48056 4.58521 -7.97821 -0.2 1.2 -0.9
H -7.72194 3.42706 -6.83552 -0.1 0.0 0.9
H -8.20519 4.78769 -4.63836 -0.5 -0.1 0.2
H -7.22952 7.77847 -1.32266 -0.7 -0.2 -0.5
N 4.79858 2.62654 -0.69229 -0.1 1.5 0.8
C 4.32731 1.45022 -1.14861 0.5 0.2 -0.2
C 3.31356 0.67600 -0.56165 -0.1 0.5 0.0
N 2.82645 -0.38205 -1.20963 0.2 -0.5 -1.0
C 3.43595 -0.78160 -2.33499 1.4 0.4 -0.6
C 4.62486 -0.12777 -2.76830 -0.9 -0.4 -0.2
N 4.98216 1.00912 -2.24579 0.2 0.1 0.7
H 4.32931 3.27659 -0.03040 0.4 -1.3 -0.8
H 5.57518 3.03645 -1.22189 -0.6 -0.4 0.3
H 2.81775 0.94424 0.35289 0.1 0.2 0.3
H 3.04348 -1.56611 -2.95253 -0.3 -0.4 0.3
H 5.26495 -0.49066 -3.58653 -0.7 0.0 0.3
```
Forces are in eV/Å.

Summary:
Highest occupied orbital energy (spin up / spin down) ... -15.429 / -15.429 eV
Charge ... +3
HOMO-LUMO gap (spin up / spin down) ... 6.028 / 6.026 eV

Löwdin population analysis, charges in e, atoms 1 to 99: atom 1 (V): 1.04, atom 2 (C): -0.04, atom 3 (C): -0.35, atom 4 (C): -0.01, atom 5 (C): -0.18, atom 6 (C): 0.13, atom 7 (C): -0.10, atom 8 (C): -0.36, atom 9 (C): -0.04, atom 10 (C): -0.03, atom 11 (N): 0.07, atom 12 (N): -0.05, atom 13 (B): -0.51, atom 14 (N): 0.08, atom 15 (N): 0.00, atom 16 (C): -0.22, atom 17 (C): 0.04, atom 18 (C): -0.11, atom 19 (C): -0.29, atom 20 (C): -0.07, atom 21 (C): -0.03, atom 22 (C): -0.37, atom 23 (C): -0.07, atom 24 (C): -0.04, atom 25 (N): 0.09, atom 26 (N): 0.01, atom 27 (C): -0.19, atom 28 (C): 0.08, atom 29 (C): -0.11, atom 30 (C): -0.34, atom 31 (C): -0.04, atom 32 (C): -0.03, atom 33 (C): -0.34, atom 34 (C): -0.04, atom 35 (C): -0.05, atom 36 (H): 0.06, atom 37 (H): 0.07, atom 38 (H): 0.14, atom 39 (H): 0.08, atom 40 (H): 0.09, atom 41 (H): 0.09, atom 42 (H): 0.08, atom 43 (H): 0.12, atom 44 (H): 0.07, atom 45 (H): 0.05, atom 46 (H): 0.10, atom 47 (H): 0.10, atom 48 (H): 0.09, atom 49 (H): 0.07, atom 50 (H): 0.14, atom 51 (H): 0.12, atom 52 (H): 0.13, atom 53 (H): 0.14, atom 54 (H): 0.06, atom 55 (H): 0.09, atom 56 (H): 0.10, atom 57 (H): 0.07, atom 58 (H): 0.06, atom 59 (H): 0.08, atom 60 (H): 0.16, atom 61 (H): 0.08, atom 62 (H): 0.10, atom 63 (H): 0.11, atom 64 (H): 0.05, atom 65 (H): 0.11, atom 66 (H): 0.08, atom 67 (H): 0.13, atom 68 (H): 0.13, atom 69 (H): 0.05, atom 70 (H): 0.11, atom 71 (H): 0.09, atom 72 (H): 0.08, atom 73 (H): 0.10, atom 74 (H): 0.09, atom 75 (H): 0.13, atom 76 (H): 0.09, atom 77 (H): 0.08, atom 78 (H): 0.09, atom 79 (H): 0.08, atom 80 (H): 0.11, atom 81 (H): 0.04, atom 82 (C): 0.02, atom 83 (C): -0.27, atom 84 (N): 0.19, atom 85 (C): -0.14, atom 86 (C): -0.02, atom 87 (N): 0.22, atom 88 (C): -0.47, atom 89 (O): 0.18, atom 90 (O): 0.16, atom 91 (C): 0.12, atom 92 (O): 0.34, atom 93 (O): -0.20, atom 94 (H): 0.13, atom 95 (H): 0.08, atom 96 (H): 0.09, atom 97 (H): 0.19, atom 98 (H): 0.18, atom 99 (N): 0.16

***

2.
Below is C37H56IN2O5PS2Y as an isolated structure, with properties calculated with ωB97M-V/def2-TZVPD.

Structure (XYZ):
```
105
Properties=species:S:1:pos:R:3:forces:R:3
Y -0.90441 0.17002 -0.94402 0.8 -0.8 -0.2
O 1.06454 0.43724 0.21632 -0.2 0.1 -0.1
S 1.88090 1.27117 1.19382 0.1 -0.1 0.1
C 3.49360 1.60259 0.36727 0.0 0.2 0.1
C 3.45246 1.35196 -1.13716 0.0 -0.1 -0.1
C 4.32470 0.15185 -1.50992 0.0 0.0 0.0
C 3.95484 -1.11694 -0.72182 -0.1 0.0 -0.1
S 3.89883 -2.57027 -1.82147 -0.1 0.2 0.0
O 1.01297 -0.67544 -2.59983 0.6 -0.3 0.3
C 3.63292 -3.84960 -0.60835 0.0 0.0 0.0
C 4.72932 -4.53338 -0.09272 0.0 0.0 0.0
C 4.53945 -5.52553 0.85675 0.0 0.0 0.0
C 3.25829 -5.83852 1.29013 0.0 0.0 0.0
C 2.16552 -5.15512 0.77899 0.0 0.1 0.0
C 2.35036 -4.16219 -0.17202 0.0 0.1 0.0
C 2.44456 0.12243 2.42904 0.0 0.0 0.0
C 2.24120 -1.23585 2.25991 0.0 0.0 0.1
C 2.68446 -2.09934 3.25247 0.0 0.0 0.0
C 3.31381 -1.59938 4.38357 0.0 0.0 0.0
C 3.49739 -0.23080 4.54048 0.0 0.0 0.0
C 3.05376 0.64368 3.56202 0.0 0.0 0.0
H 4.23794 0.97778 0.85973 0.0 0.1 0.0
H 3.69357 2.64446 0.61660 0.0 0.0 0.0
H 3.78576 2.23768 -1.67896 0.0 0.0 0.1
H 2.42168 1.16215 -1.44975 0.1 0.0 -0.1
H 5.37426 0.38626 -1.32017 0.0 0.0 -0.1
H 4.23925 -0.01071 -2.58722 0.0 -0.1 0.0
H 2.97299 -1.01411 -0.25414 0.1 0.0 -0.1
H 4.68023 -1.32659 0.06374 0.0 0.0 0.0
H 5.72421 -4.28972 -0.44221 0.0 0.0 0.0
H 5.39332 -6.05644 1.25526 0.0 0.0 0.0
H 3.11250 -6.61699 2.02687 0.0 0.0 0.0
H 1.16592 -5.38432 1.12320 0.0 0.0 0.0
H 1.49503 -3.61983 -0.55407 0.0 0.0 -0.1
H 1.72051 -1.61070 1.38905 -0.1 0.0 0.0
H 2.52684 -3.16350 3.13843 0.0 0.0 0.0
H 3.65686 -2.27793 5.15298 0.0 0.0 0.0
H 3.97562 0.15539 5.43008 0.0 0.0 0.0
H 3.16575 1.71394 3.68705 0.0 0.0 0.0
C -4.61648 2.20074 0.14100 0.0 0.0 0.0
C -3.84150 1.77149 1.39103 0.1 0.0 -0.1
C -3.94457 0.24661 1.51832 0.0 0.0 0.0
C -4.47860 2.38908 2.63701 0.0 0.0 0.0
P -1.99797 2.12277 1.16480 -0.2 0.2 0.3
C -1.34204 1.78382 2.84378 0.0 0.0 0.0
C -1.41372 2.67858 3.91518 0.0 0.0 0.0
C -0.94757 2.32497 5.17046 0.0 0.0 0.0
C -0.41156 1.06213 5.38900 0.0 0.0 0.0
C -0.34145 0.16008 4.34158 0.0 0.0 0.0
C -0.79644 0.52384 3.08100 0.0 0.0 0.0
C -1.71379 3.96853 0.85154 0.0 -0.1 0.0
C -2.69819 4.93744 1.51352 0.0 0.0 0.0
C -0.28596 4.31596 1.28439 0.0 0.0 0.0
C -1.79306 4.19482 -0.66506 0.0 0.0 0.0
H -5.65245 1.86895 0.24301 0.0 0.0 0.0
H -4.21071 1.75902 -0.76932 0.0 0.0 0.0
H -4.63550 3.28321 0.01678 0.0 0.0 0.0
H -4.99865 -0.03095 1.58747 0.0 0.0 0.0
H -3.43779 -0.12970 2.40808 0.0 0.0 0.0
H -3.53301 -0.27625 0.65070 0.0 0.0 0.0
H -5.47706 1.96009 2.75247 0.0 0.0 0.0
H -4.59625 3.46726 2.56541 0.0 0.0 0.0
H -3.92086 2.15393 3.54286 0.0 0.0 0.0
H -1.83968 3.66209 3.78356 0.0 0.0 0.0
H -1.01295 3.03586 5.98367 0.0 0.0 0.0
H -0.05530 0.78628 6.37234 0.0 0.0 0.0
H 0.07147 -0.82910 4.49388 0.0 0.0 0.0
H -0.73760 -0.20180 2.27990 0.0 0.0 0.0
H -2.72635 4.86323 2.59810 0.0 0.0 0.0
H -3.71053 4.81100 1.13583 0.0 0.0 0.0
H -2.38557 5.95496 1.26500 0.0 0.0 0.0
H -0.14433 4.27328 2.36234 0.0 0.0 0.0
H -0.05874 5.33141 0.95094 0.0 0.0 0.0
H 0.44043 3.64572 0.82021 0.0 0.0 0.0
H -2.73326 3.84124 -1.08902 0.0 0.0 0.0
H -0.96659 3.70374 -1.17628 0.0 0.0 0.0
H -1.71727 5.26618 -0.86587 0.0 0.0 0.0
I -1.11462 -2.33795 0.41081 -0.1 -0.8 0.5
C 0.61705 -0.73943 -3.96006 -0.1 0.0 -0.1
N -0.14533 -1.91952 -4.28513 0.0 0.1 0.0
C 0.59867 -3.07968 -4.77411 0.0 0.0 0.0
C -1.35032 -2.04391 -3.63770 0.1 -0.2 0.1
O -1.62607 -1.30630 -2.67521 -0.1 0.5 0.0
N -2.21063 -2.99320 -4.05346 0.0 0.1 0.0
C -2.27958 -3.45012 -5.43315 0.0 0.0 0.0
C -3.37334 -3.28820 -3.22824 0.0 0.0 0.0
H 1.49568 -0.71690 -4.60661 0.0 0.0 0.0
H 1.76508 -1.29263 -2.46642 -0.4 0.2 0.2
H 0.01949 0.14920 -4.14436 0.1 0.0 0.0
H 1.58549 -3.09891 -4.30956 0.0 0.0 0.0
H 0.72452 -3.05109 -5.85724 0.0 0.0 0.0
H 0.08731 -3.99781 -4.49826 0.0 0.0 0.0
H -1.64799 -2.83721 -6.07055 0.0 0.0 0.0
H -3.30940 -3.35197 -5.77931 0.0 0.0 0.0
H -1.98434 -4.49609 -5.53105 0.0 0.0 0.0
H -3.16777 -3.01859 -2.19673 0.0 0.0 0.0
H -3.58138 -4.35631 -3.28566 0.0 0.0 0.0
H -4.24941 -2.73653 -3.57774 0.0 0.0 0.0
C -1.79332 2.62996 -4.05912 0.0 0.0 0.0
C -1.47853 1.84528 -2.82516 -0.2 0.4 -0.1
O -0.28468 1.77250 -2.39133 0.1 0.3 -0.4
O -2.40570 1.25621 -2.19645 -0.4 0.4 -0.2
H -0.89231 2.83415 -4.63096 0.0 0.0 0.0
H -2.23712 3.57778 -3.74869 0.0 0.0 0.0
H -2.53169 2.10134 -4.65805 0.0 0.0 0.0
```
Forces are in eV/Å.

Summary:
Highest occupied orbital energy ... -10.788 eV
Charge ... +1
HOMO-LUMO gap ... 9.216 eV

Löwdin population analysis, charges in e, atoms 1 to 99: atom 1 (Y): 1.14, atom 2 (O): -0.69, atom 3 (S): 1.05, atom 4 (C): -0.27, atom 5 (C): -0.22, atom 6 (C): -0.25, atom 7 (C): -0.46, atom 8 (S): 0.95, atom 9 (O): -0.12, atom 10 (C): -0.53, atom 11 (C): -0.10, atom 12 (C): -0.07, atom 13 (C): -0.08, atom 14 (C): -0.08, atom 15 (C): -0.13, atom 16 (C): -0.41, atom 17 (C): -0.09, atom 18 (C): -0.04, atom 19 (C): -0.06, atom 20 (C): -0.06, atom 21 (C): -0.08, atom 22 (H): 0.09, atom 23 (H): 0.09, atom 24 (H): 0.12, atom 25 (H): 0.08, atom 26 (H): 0.12, atom 27 (H): 0.10, atom 28 (H): 0.04, atom 29 (H): 0.09, atom 30 (H): 0.11, atom 31 (H): 0.11, atom 32 (H): 0.11, atom 33 (H): 0.10, atom 34 (H): 0.04, atom 35 (H): 0.05, atom 36 (H): 0.11, atom 37 (H): 0.11, atom 38 (H): 0.11, atom 39 (H): 0.12, atom 40 (C): -0.08, atom 41 (C): -0.68, atom 42 (C): -0.12, atom 43 (C): -0.07, atom 44 (P): 1.14, atom 45 (C): -0.36, atom 46 (C): -0.10, atom 47 (C): -0.06, atom 48 (C): -0.06, atom 49 (C): -0.07, atom 50 (C): -0.15, atom 51 (C): -0.67, atom 52 (C): -0.08, atom 53 (C): -0.09, atom 54 (C): -0.10, atom 55 (H): 0.09, atom 56 (H): 0.06, atom 57 (H): 0.07, atom 58 (H): 0.09, atom 59 (H): 0.08, atom 60 (H): 0.02, atom 61 (H): 0.09, atom 62 (H): 0.07, atom 63 (H): 0.08, atom 64 (H): 0.09, atom 65 (H): 0.11, atom 66 (H): 0.11, atom 67 (H): 0.11, atom 68 (H): -0.01, atom 69 (H): 0.06, atom 70 (H): 0.07, atom 71 (H): 0.09, atom 72 (H): 0.07, atom 73 (H): 0.10, atom 74 (H): 0.05, atom 75 (H): 0.07, atom 76 (H): 0.06, atom 77 (H): 0.10, atom 78 (I): 0.30, atom 79 (C): -0.18, atom 80 (N): -0.06, atom 81 (C): -0.02, atom 82 (C): -0.46, atom 83 (O): -0.14, atom 84 (N): -0.12, atom 85 (C): -0.04, atom 86 (C): -0.02, atom 87 (H): 0.15, atom 88 (H): 0.05, atom 89 (H): 0.12, atom 90 (H): 0.08, atom 91 (H): 0.10, atom 92 (H): 0.09, atom 93 (H): 0.09, atom 94 (H): 0.10, atom 95 (H): 0.10, atom 96 (H): 0.06, atom 97 (H): 0.10, atom 98 (H): 0.10, atom 99 (C): 0.03

***

Question: Among the records above, which one has the lowest charge?
Answer: C37H56IN2O5PS2Y